Computed, not measured: a cluster of 2 separate species, C6H10N in total, with wB97M-V/def2-TZVPD.

Computed properties:
Energy above the lowest of the compared OMol25 structures with the same formula, charge and spin in kcal per mole: 56.5
Multiplicity: 1
DFT total energy in hartree: -288.99291
Lowest unoccupied orbital energy in eV: -5.67
HOMO-LUMO gap in eV: 8.078
Total charge: +1

Atoms and positions in Å:
1 C -0.19871 -1.21277 -0.35970
2 C -2.58469 -1.41464 0.13596
3 C -0.32429 1.73113 -0.78491
4 C -0.82463 1.87377 0.42506
5 C 1.08233 -1.19476 -0.60071
6 C 2.13942 -1.02399 0.41373
7 N -1.36500 -1.29625 -0.08868
8 H -2.94451 -1.36508 1.15597
9 H -3.28371 -1.56192 -0.67954
10 H -0.93787 1.76684 -1.67050
11 H 0.73636 1.62687 -0.95692
12 H -0.20305 1.87050 1.30699
13 H -1.87811 2.02156 0.59437
14 H 1.39185 -1.27656 -1.64013
15 H 1.77035 -1.17104 1.42445
16 H 2.54178 -0.00965 0.33050
17 H 2.96477 -1.70406 0.20586

Computed, not measured: the ion C6H10N with charge +1 in a non-equilibrium geometry, with wB97M-V/def2-TZVPD.

Computed properties:
Energy above the lowest of the compared OMol25 structures with the same formula, charge and spin in kcal per mole: 137.1
Multiplicity: 1
DFT total energy in hartree: -288.86441
Lowest unoccupied orbital energy in eV: -5.45
HOMO-LUMO gap in eV: 10.061
Total charge: +1

Atoms and positions in Å:
1 C 0.22660 -1.63801 -1.39697
2 C 1.36550 -2.14422 -1.37950
3 C 0.03794 -0.21955 -0.92670
4 C 1.37916 0.09479 1.13151
5 C -0.73053 1.56456 0.79140
6 C -0.02747 0.25787 0.47814
7 N -1.06378 -1.12391 -1.50473
8 H 0.24868 0.40209 -1.78051
9 H 1.45803 -0.76123 1.87621
10 H 1.74167 1.05175 1.60304
11 H 2.11453 -0.17169 0.34179
12 H -0.74179 2.46458 0.02380
13 H -0.44683 1.95230 1.80698
14 H -1.81110 1.33837 0.96801
15 H -0.60644 -0.43978 1.19310
16 H -1.41429 -1.10381 -2.45258
17 H -1.72989 -1.52410 -0.77300

Computed, not measured: a cluster of 2 separate species, C6H10N in total in a non-equilibrium geometry, with wB97M-V/def2-TZVPD.

Computed properties:
Energy above the lowest of the compared OMol25 structures with the same formula, charge and spin in kcal per mole: 72.8
Multiplicity: 1
DFT total energy in hartree: -288.96702
Lowest unoccupied orbital energy in eV: -5.94
HOMO-LUMO gap in eV: 7.651
Total charge: +1

Atoms and positions in Å:
1 C 3.03285 0.87124 -0.27183
2 C 2.45495 -0.28793 -0.46178
3 C -2.43869 1.38234 -0.71675
4 C -2.11944 0.68650 0.41936
5 C -0.99454 -1.28039 1.20875
6 C 1.69676 -1.30746 -0.89170
7 N -1.04127 -0.13738 0.47829
8 H 2.58681 1.70598 0.19090
9 H -3.33289 1.98507 -0.71531
10 H -1.70912 1.45916 -1.42623
11 H -2.87288 0.64377 1.19943
12 H 4.08687 0.91726 -0.15321
13 H -0.13533 -1.87416 1.02373
14 H -1.72138 -1.58008 2.00282
15 H 1.52063 -1.36811 -2.02620
16 H 1.54276 -2.23810 -0.29223
17 H -0.45474 -0.08000 -0.37513

Computed, not measured: a cluster of 2 separate species, C6H10N in total in a non-equilibrium geometry, with wB97M-V/def2-TZVPD.

Computed properties:
Energy above the lowest of the compared OMol25 structures with the same formula, charge and spin in kcal per mole: 88.7
Multiplicity: 1
DFT total energy in hartree: -288.94162
Lowest unoccupied orbital energy in eV: -7.43
HOMO-LUMO gap in eV: 5.232
Total charge: +1

Atoms and positions in Å:
1 C 1.01448 1.94557 -0.31914
2 C 0.58891 0.93541 0.11133
3 C -0.32163 -2.54209 0.86625
4 C 0.44534 -1.42167 0.58154
5 C 1.95085 -1.59792 0.25951
6 C -0.12709 -0.12345 0.54741
7 N -2.35420 2.62916 -1.33730
8 H 1.39192 2.84968 -0.80530
9 H -1.27878 -2.36254 1.41879
10 H -0.18496 -3.65206 0.81517
11 H 2.39387 -0.79963 -0.43949
12 H 2.55072 -1.67981 1.24485
13 H 1.89755 -2.63166 -0.15040
14 H -1.15490 0.01163 0.87625
15 H -1.78494 2.21042 -0.63594
16 H -1.83220 3.12082 -1.99523
17 H -3.19496 3.10814 -1.03829

Computed, not measured: the ion C6H10N with charge +1 in a non-equilibrium geometry, with wB97M-V/def2-TZVPD.

Computed properties:
Energy above the lowest of the compared OMol25 structures with the same formula, charge and spin in kcal per mole: 68.2
Multiplicity: 3
DFT total energy in hartree: -288.90018
Lowest unoccupied orbital energy (spin up / spin down) in eV: -3.20 / -8.42
HOMO-LUMO gap (spin up / spin down) in eV: 7.565 / 6.683
Total charge: +1

Atoms and positions in Å:
1 C -2.61618 0.04179 -0.00278
2 C -1.60023 0.86745 -0.03997
3 C -3.58853 -0.79631 0.02098
4 C -0.08426 0.31948 -0.01356
5 C 0.79307 1.52031 0.02070
6 C 2.00254 -1.09214 0.00187
7 N 0.58245 -0.88162 -0.02454
8 H -4.04527 -1.13073 0.93904
9 H -4.02548 -1.17779 -0.88964
10 H -1.66109 1.93580 -0.07395
11 H 1.84638 1.29955 0.14341
12 H 0.48160 2.19030 0.82221
13 H 0.66834 2.08171 -0.90805
14 H 2.18017 -2.16514 -0.00948
15 H 2.48920 -0.65210 -0.86997
16 H 2.44835 -0.67524 0.90673
17 H 0.00333 -1.71513 -0.05747

Computed, not measured: the molecule C6H10N2 in a non-equilibrium geometry, with wB97M-V/def2-TZVPD.

Computed properties:
Energy above the lowest of the compared OMol25 structures with the same formula, charge and spin in kcal per mole: 192.3
Multiplicity: 1
SMILES: C1[C@@H]2N[C@@H]3C[C@H]3N[C@@H]12
DFT total energy in hartree: -343.83027
Lowest unoccupied orbital energy in eV: 0.89
HOMO-LUMO gap in eV: 9.066
Total charge: 0

Atoms and positions in Å:
1 C 0.58458 0.83666 2.17687
2 C 0.28730 -0.36880 1.24614
3 N 0.39722 -1.48817 0.29751
4 C -0.42902 -1.05535 -0.75770
5 C -0.52254 -0.66896 -2.24374
6 C 0.12436 0.25847 -1.28661
7 N -0.13445 1.46247 -0.31348
8 C 0.64204 0.86434 0.76234
9 H 1.57400 1.20988 2.72810
10 H -0.39129 1.01955 2.86007
11 H -0.86173 -0.10059 1.35363
12 H -0.14535 -2.25077 0.62329
13 H -1.52031 -1.08228 -0.65577
14 H -1.49713 -0.83934 -2.66162
15 H 0.14497 -0.72439 -3.21784
16 H 1.16882 0.44398 -1.32611
17 H -1.08708 1.51001 -0.07683
18 H 1.66560 0.97330 0.49175

Computed, not measured: a structure of composition C6H10N2 in a non-equilibrium geometry, with wB97M-V/def2-TZVPD.

Computed properties:
Energy above the lowest of the compared OMol25 structures with the same formula, charge and spin in kcal per mole: 164.0
Multiplicity: 1
DFT total energy in hartree: -343.87537
Lowest unoccupied orbital energy in eV: 0.92
HOMO-LUMO gap in eV: 9.279
Total charge: 0

Atoms and positions in Å:
1 C -1.65657 -0.77817 1.26597
2 C -0.34796 -1.08884 0.47421
3 C 1.12657 0.01943 -0.83040
4 C 1.16151 0.89453 0.32632
5 C 0.08502 0.92227 -1.38617
6 C -1.04954 0.17479 0.36132
7 H -2.60739 -1.24982 1.13108
8 H -1.45260 -0.60742 2.36193
9 H 0.15982 -1.06996 1.48677
10 H 1.11962 -2.16126 -0.52157
11 H 2.12631 0.04090 -1.20774
12 H 1.25672 0.61927 1.34389
13 H 1.98004 1.55876 0.05207
14 H -0.82523 0.43537 -1.87807
15 H 0.34084 1.86671 -1.87021
16 H -1.64619 0.30521 -0.55095
17 N 0.41490 -1.34551 -0.66381
18 N -0.18587 1.46374 0.10536

Computed, not measured: the molecule C6H10N2 in a non-equilibrium geometry, with wB97M-V/def2-TZVPD.

Computed properties:
Energy above the lowest of the compared OMol25 structures with the same formula, charge and spin in kcal per mole: 168.2
Multiplicity: 1
SMILES: C1NC12C[C@@H]1N[C@H]1C2
DFT total energy in hartree: -343.86870
Lowest unoccupied orbital energy in eV: 0.97
HOMO-LUMO gap in eV: 9.941
Total charge: 0

Atoms and positions in Å:
1 C -2.24580 -0.09386 0.60188
2 N -2.02792 0.17985 -0.82638
3 C -0.85119 0.04292 0.03524
4 C 0.25556 1.34607 -0.20431
5 C 1.42340 0.56743 0.44743
6 N 2.79525 -0.11202 0.11609
7 C 1.43365 -0.55075 -0.37267
8 C 0.25318 -1.20179 0.02221
9 H -2.65189 0.76321 1.30310
10 H -2.45444 -1.06354 1.06308
11 H -2.02383 -0.74781 -1.12533
12 H -0.25984 2.19597 0.42518
13 H 0.28928 1.55160 -1.19509
14 H 1.15955 0.67816 1.49583
15 H 3.22358 0.49576 -0.68828
16 H 1.42592 -0.33203 -1.37834
17 H -0.14945 -1.91927 -0.67039
18 H 0.40496 -1.79990 0.95076

Repeat the seventh record exactly.
Computed, not measured: a structure of composition C6H10N2 in a non-equilibrium geometry, with wB97M-V/def2-TZVPD.

Computed properties:
Energy above the lowest of the compared OMol25 structures with the same formula, charge and spin in kcal per mole: 164.0
Multiplicity: 1
DFT total energy in hartree: -343.87537
Lowest unoccupied orbital energy in eV: 0.92
HOMO-LUMO gap in eV: 9.279
Total charge: 0

Atoms and positions in Å:
1 C -1.65657 -0.77817 1.26597
2 C -0.34796 -1.08884 0.47421
3 C 1.12657 0.01943 -0.83040
4 C 1.16151 0.89453 0.32632
5 C 0.08502 0.92227 -1.38617
6 C -1.04954 0.17479 0.36132
7 H -2.60739 -1.24982 1.13108
8 H -1.45260 -0.60742 2.36193
9 H 0.15982 -1.06996 1.48677
10 H 1.11962 -2.16126 -0.52157
11 H 2.12631 0.04090 -1.20774
12 H 1.25672 0.61927 1.34389
13 H 1.98004 1.55876 0.05207
14 H -0.82523 0.43537 -1.87807
15 H 0.34084 1.86671 -1.87021
16 H -1.64619 0.30521 -0.55095
17 N 0.41490 -1.34551 -0.66381
18 N -0.18587 1.46374 0.10536